(1)
ORCA calculation (the ωB97M-V functional and the def2-TZVPD basis) on one molecule with the formula C7H8OS.

E_HOMO (spin up / spin down) = -8.24 / -8.24 eV
charge = 0
Kohn-Sham gap (spin up / spin down) = 7.9 / 7.9 eV
LUMO level (spin up / spin down) = -0.351 / -0.351 eV

Last column: Löwdin charge in e.
Cartesian coordinates (Å):
C: -0.44435 -0.62853 -0.57789  -0.046
H: 1.61581 -0.06995 1.83102  0.123
H: -0.07934 -1.00548 2.26970  0.113
H: 1.18201 1.83245 0.60167  0.086
C: -1.12709 1.25091 -1.72807  -0.186
C: 0.18529 1.43600 0.68393  -0.232
H: 1.03265 -1.85638 1.34217  0.067
C: 0.12073 -0.04450 0.42677  -0.358
H: -0.46474 1.20969 -2.48558  -0.019
H: -1.35078 -3.69749 -2.31259  0.062
H: -2.22494 1.04005 -2.02398  0.097
C: 0.77108 -0.83576 1.53724  -0.035
S: -0.81461 2.50216 -0.54453  0.860
C: -1.05100 -2.65863 -2.00917  0.124
H: -0.22641 1.48055 1.59093  0.050
O: -2.07385 2.77810 0.12811  -0.542
C: -0.82341 -1.72047 -1.27153  -0.165

=====

(2)
ORCA calculation (the ωB97M-V functional and the def2-TZVPD basis) on one molecule with the formula C7H8OS.

E_HOMO = -8.36 eV
charge = 0
Kohn-Sham gap = 9.1 eV
LUMO level = 0.722 eV
structure (SMILES) = C=C(S)Cc1ccco1

Last column: Löwdin charge in e.
Cartesian coordinates (Å):
C: -2.68450 0.24529 0.34105  -0.155
H: -3.55993 0.56782 0.85534  0.111
H: -3.28528 0.34630 -1.89405  0.138
H: -0.65452 -0.41016 -2.24404  0.119
H: 0.86165 -1.72800 1.20900  0.083
C: -1.21266 -0.22197 -1.30120  -0.025
C: 2.16947 0.81311 -0.37764  -0.043
H: 0.83403 -1.63075 -0.52292  0.101
C: -0.72257 -0.51962 0.00019  -0.245
S: 2.00922 0.35213 2.28129  0.795
C: 1.64293 0.10118 0.60285  -0.747
C: -2.53708 0.23088 -1.01189  -0.097
H: 2.04656 0.42510 -1.44952  0.095
H: 3.14484 1.11889 2.28447  -0.108
C: 0.69109 -1.08160 0.38059  -0.132
O: -1.61263 -0.23672 0.98993  0.054
H: 2.86938 1.62811 -0.14346  0.056

=====

Which of them is the least stable? Correct choice: (1).